Record 1
C18H24N4O4 | ωB97M-V/def2-TZVPD

Summary:
**Energy relative to the best compared isomer or geometry (same formula, charge and spin)**: 1.748 eV
**SMILES**: CNC(=O)[C@H](Cc1c[nH]c2ccccc12)NC(C)=O.C=C[C@H](N)C(=O)O

```
! RIJCOSX wB97M-V def2-TZVPD def2/J DEFGRID3
* xyz 0 1
O -4.04 0.82 0.03
O 4.35 3.77 -2.89
O -3.93 -3.57 -0.81
O 4.15 2.63 -0.95
C -3.81 -0.37 0.12
C 3.78 3.59 -1.83
C -2.75 -3.32 -1.06
C 3.00 6.64 -0.17
C -1.05 -0.69 2.67
C 2.84 5.27 -0.22
C -0.64 -1.54 1.71
C 3.03 -1.17 0.53
C 3.38 -0.11 1.38
C 1.74 -1.72 0.56
C 2.43 0.41 2.27
C 0.76 -1.22 1.44
C 1.14 -0.15 2.29
N 0.00 0.14 3.02
N -2.03 -4.08 -1.89
N 1.31 3.78 -1.24
N -2.64 -0.83 -0.35
C -4.84 -1.26 0.78
C -2.55 -5.26 -2.58
C 2.57 4.51 -1.49
C -1.51 -2.56 1.03
C -2.00 -2.16 -0.36
H 4.89 2.18 -1.37
H 2.94 7.25 -1.06
H 3.19 7.14 0.78
H -2.05 -0.64 3.08
H 2.92 4.69 0.70
H 3.77 -1.57 -0.16
H 4.37 0.31 1.34
H 1.49 -2.54 -0.10
H 2.68 1.23 2.93
H -0.07 0.88 3.71
H -1.07 -3.84 -2.04
H 1.06 3.19 -2.03
H 0.55 4.43 -1.00
H -2.07 -0.08 -0.71
H -5.48 -0.64 1.41
H -4.37 -2.02 1.39
H -5.45 -1.73 0.01
H -1.74 -5.82 -3.04
H -3.27 -4.96 -3.34
H -3.07 -5.91 -1.86
H 2.44 5.21 -2.32
H -0.93 -3.48 0.94
H -2.35 -2.79 1.68
H -1.10 -2.02 -0.95
*
```

These are the Mulliken partial charges, in e, on atoms 1 to 8:
1. O -0.696
2. O -0.575
3. O -0.655
4. O -0.351
5. C 0.654
6. C 0.267
7. C 0.277
8. C -0.718

Record 2
C18H24N4O5S | ωB97M-V/def2-TZVPD

Summary:
**Energy relative to the best compared isomer or geometry (same formula, charge and spin)**: 2.078 eV
**SMILES**: COCc1nnc(NC(=O)c2ccc(S(=O)(=O)N(C)C3CCCCC3)cc2)o1

```
! RIJCOSX wB97M-V def2-TZVPD def2/J DEFGRID3
* xyz 0 1
C 9.31 0.16 -0.91
H 9.88 0.82 -0.25
O 8.72 -0.89 -0.17
C 7.78 -0.46 0.78
C 6.51 0.01 0.15
N 6.33 0.99 -0.66
N 5.03 1.01 -1.00
C 4.48 0.02 -0.37
N 3.15 -0.31 -0.45
C 2.52 -1.28 0.31
O 3.09 -1.91 1.16
C 1.07 -1.44 0.00
C 0.53 -1.18 -1.25
C -0.83 -1.37 -1.47
C -1.63 -1.81 -0.43
C -1.10 -2.09 0.81
C 0.25 -1.91 1.03
H 0.70 -2.13 1.99
H -1.75 -2.46 1.59
S -3.39 -2.05 -0.69
O -3.73 -3.39 -0.30
O -3.71 -1.62 -2.02
N -3.97 -1.01 0.47
C -5.10 -1.44 1.27
H -5.01 -1.04 2.28
H -5.05 -2.53 1.31
H -6.06 -1.15 0.84
C -3.83 0.39 0.11
C -5.02 0.95 -0.68
C -4.71 2.38 -1.12
C -4.40 3.26 0.09
C -3.23 2.69 0.88
C -3.54 1.26 1.33
H -4.41 1.27 1.99
H -2.70 0.84 1.88
H -3.04 3.31 1.76
H -2.34 2.69 0.26
H -4.16 4.27 -0.24
H -5.28 3.32 0.73
H -5.57 2.79 -1.67
H -3.86 2.37 -1.80
H -5.20 0.31 -1.54
H -5.91 0.95 -0.05
H -2.95 0.41 -0.55
H -1.28 -1.19 -2.43
H 1.15 -0.86 -2.08
H 2.63 0.28 -1.08
O 5.35 -0.67 0.38
H 7.55 -1.33 1.41
H 8.20 0.35 1.40
H 8.56 0.75 -1.44
H 9.98 -0.32 -1.62
*
```

These are the Mulliken partial charges, in e, on atoms 1 to 8:
1. C -0.651
2. H 0.265
3. O -0.355
4. C -0.527
5. C 0.726
6. N -0.374
7. N -0.570
8. C 0.432

Record 3
C18H24O5 | ωB97M-V/def2-TZVPD

Summary:
**Energy relative to the best compared isomer or geometry (same formula, charge and spin)**: 0.065 eV
**SMILES**: Cc1ccc([C@@]2(COC(=O)C(C)C)CO2)c(OC(=O)C(C)C)c1

```
! RIJCOSX wB97M-V def2-TZVPD def2/J DEFGRID3
* xyz 0 1
C -0.83 -4.74 -0.52
C -0.60 -3.34 -0.06
C 0.34 -3.03 0.91
C 0.54 -1.73 1.32
C -0.20 -0.69 0.78
C -1.16 -0.99 -0.19
C -1.36 -2.30 -0.59
H -2.11 -2.50 -1.34
O -1.94 0.01 -0.78
C -2.97 0.49 -0.06
O -3.23 0.14 1.06
C -3.76 1.51 -0.86
C -2.89 2.75 -1.09
H -2.01 2.50 -1.68
H -3.46 3.50 -1.63
H -2.58 3.17 -0.14
C -5.05 1.86 -0.14
H -5.62 2.58 -0.72
H -5.65 0.97 0.02
H -4.82 2.29 0.84
H -3.98 1.06 -1.83
C 0.07 0.72 1.19
C -0.71 1.35 2.26
H -1.49 0.78 2.75
H -0.85 2.43 2.25
O 0.60 0.91 2.48
C 0.67 1.58 0.09
H -0.07 1.76 -0.70
H 1.02 2.53 0.51
O 1.76 0.90 -0.52
C 3.00 1.31 -0.21
O 3.25 2.29 0.44
C 4.02 0.36 -0.81
C 4.05 -0.90 0.06
H 3.07 -1.37 0.08
H 4.78 -1.60 -0.34
H 4.34 -0.64 1.08
H 3.68 0.09 -1.82
C 5.39 1.03 -0.89
H 5.36 1.90 -1.53
H 6.13 0.33 -1.27
H 5.70 1.36 0.11
H 1.27 -1.49 2.08
H 0.93 -3.83 1.35
H -0.26 -5.45 0.08
H -1.88 -5.00 -0.46
H -0.51 -4.85 -1.56
*
```

These are the Mulliken partial charges, in e, on atoms 1 to 8:
1. C -1.456
2. C 1.006
3. C -0.850
4. C -1.206
5. C 0.120
6. C 0.480
7. C -0.586
8. H 0.506